Density functional theory data (wB97M-V/def2-TZVPD) for a cluster of 2 separate species, C4H12 in total in a non-equilibrium geometry.

Its structure (SMILES) is CC.CC. Its total energy is -159.54527 hartree. The LUMO energy comes out at 1.12 eV. The HOMO energy is -11.32 eV. As for the charge: 0.

Last column: natural (NBO) charge in e.
Positions of all 16 atoms, in Å:
C  1.906  1.728  -0.598  -0.63
C  0.361  1.572  -0.988  -0.62
H  2.538  1.259  -1.313  0.22
H  2.153  2.737  -0.146  0.22
H  2.005  0.832  0.123  0.20
H  -0.406  2.175  -0.528  0.21
H  0.028  0.604  -0.689  0.20
H  0.126  1.735  -2.086  0.20
C  -0.498  -1.941  1.160  -0.60
C  -1.685  -1.228  0.522  -0.62
H  0.385  -1.916  0.495  0.20
H  -0.139  -1.444  2.065  0.20
H  -0.761  -2.926  1.336  0.21
H  -1.498  -0.216  0.151  0.20
H  -1.863  -1.681  -0.463  0.20
H  -2.655  -1.291  0.957  0.21